Entry 1:
{
  "formula": "C5H10S",
  "method": "ωB97M-V/def2-TZVPD",
  "symbols": ["C", "C", "C", "C", "S", "C", "H", "H", "H", "H", "H", "H", "H", "H", "H", "H"],
  "xyz": [[-1.95, -0.37, -0.63], [-0.76, 0.25, 0.20], [0.30, -0.73, 0.43], [1.38, 0.26, 0.36], [2.83, -0.16, -0.51], [0.34, 1.30, -0.24], [-1.44, -0.78, -1.53], [-2.86, -1.28, -0.48], [-2.69, 0.41, -0.95], [-1.25, 0.58, 1.21], [0.26, -1.08, 1.50], [0.30, -1.92, -0.04], [1.76, 0.90, 1.32], [3.05, -1.32, 0.32], [0.63, 2.35, 0.38], [0.11, 1.58, -1.34]],
  "spin_multiplicity": 1,
  "smiles": "C[C@H]1C[C@@H](S)C1",
  "gap_ev": 9.595,
  "e_above_lowest_kcal_mol": 108.1,
  "total_charge": 0,
  "homo_energy_ev": -8.8
}



Entry 2:
{
  "formula": "C5H10S2",
  "method": "ωB97M-V/def2-TZVPD",
  "symbols": ["C", "C", "C", "C", "C", "H", "H", "H", "H", "H", "H", "H", "H", "H", "H", "S", "S"],
  "xyz": [[0.17, 2.09, -1.37], [-0.15, -0.01, 0.46], [-0.05, -0.70, -0.90], [-1.43, -1.51, -1.30], [1.29, -1.37, -0.94], [-0.23, 3.37, -1.53], [1.12, 1.66, -1.96], [-0.85, 1.55, -1.80], [0.09, 0.24, -1.66], [-2.34, -0.74, -1.21], [-1.58, -2.64, -0.78], [-1.35, -1.56, -2.43], [1.22, -2.14, -1.76], [1.56, -1.77, 0.18], [2.07, -0.62, -1.33], [0.30, 1.70, 0.52], [-0.22, -0.98, 1.89]],
  "spin_multiplicity": 1,
  "gap_ev": 8.182,
  "e_above_lowest_kcal_mol": 85.0,
  "total_charge": 0,
  "homo_energy_ev": -8.5
}



Entry 3:
{
  "formula": "C5H10S2",
  "method": "ωB97M-V/def2-TZVPD",
  "symbols": ["C", "C", "C", "C", "C", "S", "S", "H", "H", "H", "H", "H", "H", "H", "H", "H", "H"],
  "xyz": [[2.68, 0.17, -0.87], [1.38, 0.15, -0.11], [0.18, -0.07, -0.65], [-1.18, -0.13, 0.10], [-1.29, 0.36, 1.49], [-1.65, -1.96, 0.29], [-2.38, 0.65, -1.03], [3.38, -0.52, -0.47], [2.36, -0.13, -1.83], [3.13, 1.18, -0.80], [1.41, 0.44, 0.98], [0.21, -0.57, -1.66], [-2.32, 0.09, 1.91], [-0.39, 0.07, 2.00], [-1.30, 1.51, 1.57], [-0.91, -2.08, -0.82], [-3.31, 0.82, -0.08]],
  "spin_multiplicity": 1,
  "smiles": "C/C=C/C(C)(S)S",
  "gap_ev": 9.355,
  "e_above_lowest_kcal_mol": 25.4,
  "total_charge": 0,
  "homo_energy_ev": -8.5
}



Entry 4:
{
  "formula": "C5H10S2",
  "method": "ωB97M-V/def2-TZVPD",
  "symbols": ["C", "C", "C", "S", "C", "S", "C", "H", "H", "H", "H", "H", "H", "H", "H", "H", "H"],
  "xyz": [[0.54, 1.00, 2.72], [0.61, 0.46, 1.49], [1.68, -0.46, 1.14], [-0.54, 0.88, 0.23], [-1.11, -0.74, -0.43], [-2.31, -0.35, -1.73], [-1.11, 0.29, -2.92], [-0.17, 1.82, 2.92], [1.14, 0.68, 3.59], [2.36, -0.71, 1.90], [2.18, -0.12, 0.16], [1.31, -1.49, 0.96], [-1.61, -1.31, 0.39], [-0.32, -1.35, -0.80], [-0.26, 0.72, -2.39], [-0.85, -0.44, -3.70], [-1.52, 1.12, -3.53]],
  "spin_multiplicity": 1,
  "smiles": "C=C(C)SCSC",
  "gap_ev": 9.339,
  "e_above_lowest_kcal_mol": 17.3,
  "total_charge": 0,
  "homo_energy_ev": -8.4
}